A structure of composition C4H12CsO2 at a distorted geometry, computed with the ωB97M-V functional and the def2-TZVPD basis.

## Properties
E_HOMO (spin up / spin down), eV: -16.527 / -16.521
Energy above the lowest of the compared OMol25 structures with the same formula, charge and spin, eV: 0.271
<S²>: 0.75
Energy, hartree: -329.4724
Total charge: +2
Spin multiplicity: 2
Gap between HOMO and LUMO (spin up / spin down), eV: 8.6 / 2.6
Max |F|, eV/Å: 2.81

Last column: Löwdin charge in e.
Element x y z (Å)
Cs: 0.6448 -1.2034 1.1627  1.20
C: -3.6681 -2.1564 -0.9609  -0.06
C: -3.6049 -1.6285 0.4445  -0.28
O: -2.1980 -1.6461 0.6994  -0.29
H: -3.5131 -3.2342 -0.9125  0.09
H: -3.0036 -1.6042 -1.6254  0.08
H: -4.6941 -2.0318 -1.3071  0.09
H: -4.1317 -2.2852 1.1368  0.13
H: -3.8894 -0.6012 0.6723  0.12
H: -2.0726 -1.3379 1.5999  0.01
C: 4.2430 2.2091 0.0752  0.06
C: 2.8862 1.9320 -0.5485  -0.18
O: 1.8837 1.9253 0.3942  0.22
H: 4.9003 2.2738 -0.7918  0.13
H: 4.5469 1.3681 0.6983  0.11
H: 4.2469 3.1735 0.5833  0.13
H: 2.8139 0.9706 -1.0570  0.20
H: 2.5438 2.6204 -1.3210  0.17
H: 2.0660 1.2560 1.0578  0.07



The ion C2H5N2O with charge +1 at a distorted geometry, computed with the ωB97M-V functional and the def2-TZVPD basis.

## Properties
E_HOMO (spin up / spin down), eV: -14.913 / -14.911
Energy above the lowest of the compared OMol25 structures with the same formula, charge and spin, eV: 5.079
Energy, hartree: -263.5277
Total charge: +1
Gap between HOMO and LUMO (spin up / spin down), eV: 8.5 / 8.5
Max |F|, eV/Å: 4.59
SMILES: C/[NH+]=C/N=O

Last column: natural (NBO) charge in e.
Element x y z (Å)
C: 0.6661 -0.0345 -0.0878  -0.43
N: -0.6463 0.1671 0.3657  -0.45
C: -1.7151 -0.4565 0.0075  0.24
N: -3.0713 0.0421 -0.2300  0.24
O: -4.1791 -0.0258 0.0765  -0.02
H: 0.8065 -0.8998 -0.6857  0.24
H: 1.3802 -0.0799 0.8270  0.25
H: 0.9753 0.8564 -0.6019  0.24
H: -0.6287 1.0753 0.9491  0.45
H: -1.4840 -1.2527 -0.6234  0.24



The molecule C2H2O3 at a distorted geometry, computed with the ωB97M-V functional and the def2-TZVPD basis.

## Properties
E_HOMO, eV: -10.321
Energy above the lowest of the compared OMol25 structures with the same formula, charge and spin, eV: 0.600
Energy, hartree: -303.1083
Gap between HOMO and LUMO, eV: 10.0
Max |F|, eV/Å: 3.61
SMILES: O=CC(=O)O

Last column: natural (NBO) charge in e.
Element x y z (Å)
O: 2.6756 0.4774 0.0051  -0.44
C: 1.4855 0.5256 -0.0461  0.34
C: 0.5445 -0.7729 0.0023  0.67
O: 1.0910 -1.8478 -0.0029  -0.54
O: -0.7448 -0.4975 -0.1196  -0.65
H: 0.8392 1.5258 -0.2061  0.12
H: -1.1335 -1.3411 0.1059  0.50